(1)
C25H60O17S8 | wB97M-V/def2-TZVPD

Maximum force = 5.57 eV/Å
Relative energy (zero: lowest compared OMol25 entry of this formula, charge and spin) = 1.077 eV
HOMO = -8.69 eV
Kohn-Sham gap = 8.81 eV
E_LUMO = 0.12 eV

Last column: Löwdin charge in e.
CARTESIAN COORDINATES (ANGSTROEM)
C1 6.360 1.211 3.424  -0.132
C2 6.289 -0.287 3.680  -0.145
O1 4.966 -0.663 3.568  0.086
C3 4.315 0.234 2.883  -0.424
O2 3.163 -0.016 2.428  0.094
O3 5.063 1.484 2.936  0.009
H1 6.860 1.594 2.535  0.137
H2 6.635 1.724 4.346  0.129
H3 6.582 -0.547 4.697  0.136
H4 7.009 -0.750 3.006  0.137
C4 -0.675 -0.789 0.068  -0.145
C5 -1.092 0.676 0.194  -0.082
O4 0.137 1.365 0.119  0.069
C6 1.090 0.533 -0.034  -0.622
O5 2.239 0.933 -0.117  0.093
O6 0.698 -0.720 -0.142  0.043
H5 -1.067 -1.515 -0.645  0.109
H6 -0.744 -1.155 1.093  0.101
H7 -1.396 0.796 1.234  0.129
H8 -1.876 0.947 -0.512  0.131
C7 1.501 -4.487 2.787  -0.117
C8 1.420 -3.285 1.937  -0.162
O7 0.901 -3.767 0.752  0.064
C9 0.991 -5.089 0.675  -0.617
O8 1.110 -5.728 -0.329  0.154
O9 1.283 -5.545 1.869  0.100
H9 0.890 -4.476 3.689  0.132
H10 2.516 -4.494 3.186  0.133
H11 2.373 -2.769 1.825  0.130
H12 0.710 -2.650 2.466  0.122
C10 1.893 -1.707 -4.155  -0.249
S1 0.546 -2.049 -3.005  0.805
O10 -0.470 -0.978 -3.277  -0.535
C11 -0.040 -3.728 -3.402  -0.239
H13 2.504 -0.951 -3.661  0.032
H14 1.553 -1.441 -5.156  0.062
H15 2.667 -2.469 -4.241  0.057
H16 -0.306 -3.754 -4.459  0.052
H17 -0.773 -4.083 -2.678  0.045
H18 0.651 -4.570 -3.366  0.056
C12 -4.026 4.705 3.345  -0.207
S2 -4.292 3.292 4.597  0.816
O11 -3.764 3.567 6.001  -0.583
C13 -3.062 2.114 4.062  -0.288
H19 -4.592 4.347 2.484  0.047
H20 -2.967 4.959 3.315  0.038
H21 -4.579 5.472 3.887  0.036
H22 -2.168 2.727 4.170  0.040
H23 -3.194 1.895 3.003  0.044
H24 -2.860 1.298 4.757  0.057
C14 -2.807 -4.567 1.270  -0.243
S3 -3.609 -3.957 2.840  0.845
O12 -3.579 -5.205 3.703  -0.570
C15 -2.299 -2.745 3.295  -0.244
H25 -1.887 -5.081 1.549  0.035
H26 -2.314 -3.766 0.720  0.019
H27 -3.344 -5.241 0.603  0.058
H28 -2.045 -1.972 2.569  0.025
H29 -1.403 -3.329 3.502  0.029
H30 -2.599 -2.337 4.260  0.047
C16 3.733 3.999 0.323  -0.240
S4 2.564 4.369 -1.073  0.864
O13 2.738 5.892 -1.329  -0.578
C17 3.515 3.263 -2.175  -0.270
H31 3.200 4.127 1.264  0.043
H32 4.770 4.335 0.321  0.066
H33 3.834 2.914 0.302  0.020
H34 3.030 2.288 -2.120  0.031
H35 4.604 3.230 -2.138  0.063
H36 3.290 3.493 -3.216  0.046
C18 4.890 -4.155 0.174  -0.251
S5 5.445 -3.331 -1.414  0.895
O14 6.901 -2.711 -1.171  -0.608
C19 4.171 -1.946 -1.323  -0.253
H37 5.025 -3.590 1.097  0.051
H38 5.401 -5.111 0.291  0.044
H39 3.868 -4.530 0.127  0.033
H40 4.274 -1.200 -2.112  0.036
H41 4.179 -1.279 -0.461  0.051
H42 3.191 -2.298 -1.644  0.018
C20 -4.062 -2.061 -2.325  -0.244
S6 -4.706 -1.901 -0.630  0.875
O15 -3.584 -1.422 0.328  -0.595
C21 -5.747 -0.388 -0.801  -0.226
H43 -4.676 -2.795 -2.848  0.057
H44 -3.096 -2.568 -2.333  0.032
H45 -3.880 -1.130 -2.862  0.035
H46 -6.122 -0.367 -1.824  0.037
H47 -5.110 0.495 -0.858  0.047
H48 -6.507 -0.464 -0.024  0.050
C22 -0.155 4.560 1.026  -0.231
S7 -1.115 4.214 -0.570  0.837
O16 -2.615 4.275 -0.332  -0.602
C23 -0.859 5.967 -1.014  -0.277
H49 -0.834 4.958 1.780  0.046
H50 0.524 5.376 0.780  0.022
H51 0.415 3.680 1.324  0.032
H52 -1.364 6.331 -1.908  0.056
H53 0.188 6.190 -1.219  0.018
H54 -1.053 6.621 -0.163  0.060
C24 -4.653 2.219 -6.362  -0.203
S8 -5.241 1.672 -4.603  0.824
O17 -5.381 0.204 -4.547  -0.576
C25 -3.806 2.044 -3.615  -0.275
H55 -4.172 1.407 -6.907  0.047
H56 -3.940 3.041 -6.291  0.041
H57 -5.604 2.426 -6.852  0.030
H58 -3.918 3.098 -3.359  0.050
H59 -2.872 1.899 -4.158  0.060
H60 -3.767 1.447 -2.704  0.034

***

(2)
C19H40OP2V | wB97M-V/def2-TZVPD

Maximum force = 2.89 eV/Å
Relative energy (zero: lowest compared OMol25 entry of this formula, charge and spin) = 3.386 eV
HOMO (alpha / beta) = -5.71 / -6.01 eV
Multiplicity = 4
Kohn-Sham gap (alpha / beta) = 5.79 / 6.04 eV
E_LUMO (alpha / beta) = 0.08 / 0.02 eV

Last column: Löwdin charge in e.
CARTESIAN COORDINATES (ANGSTROEM)
P1 -1.702 1.005 -2.248  0.926
P2 -3.094 -1.419 0.380  0.818
C1 -3.000 -0.279 -2.147  -0.318
C2 -3.867 -0.363 -0.859  -0.378
H1 -2.509 -1.234 -2.391  0.089
H2 -3.669 -0.052 -2.997  0.092
H3 -4.070 0.640 -0.442  0.079
H4 -4.832 -0.841 -1.093  0.080
C3 -3.498 -3.148 0.083  -0.241
H5 -2.792 -3.766 0.660  0.051
H6 -3.411 -3.376 -0.988  0.050
H7 -4.524 -3.324 0.435  0.038
C4 -3.762 -0.974 2.010  -0.237
H8 -4.619 -1.641 2.195  0.036
H9 -4.098 0.074 2.035  0.052
H10 -2.997 -1.136 2.784  0.037
C5 -1.061 0.798 -3.901  -0.180
H11 -0.089 1.296 -4.026  0.065
H12 -1.791 1.250 -4.592  0.067
H13 -0.971 -0.271 -4.140  0.070
C6 -2.651 2.539 -2.266  -0.190
H14 -3.257 2.652 -1.358  0.056
H15 -3.322 2.508 -3.138  0.056
H16 -1.985 3.405 -2.368  0.065
V1 2.409 0.825 -1.502  0.754
C7 -0.230 -0.451 2.550  -0.114
C8 -0.139 -1.674 2.003  -0.120
C9 -0.310 -1.919 0.533  -0.259
C10 0.724 -1.351 -0.489  -0.251
C11 0.385 -0.084 -1.152  -0.373
C12 -0.597 0.983 -0.784  -0.430
C13 -1.130 0.991 0.647  -0.194
C14 -0.029 0.781 1.698  -0.162
C15 2.591 2.929 -1.028  -0.255
H17 -0.284 -0.307 3.629  0.096
H18 0.049 -2.571 2.618  0.105
H19 -1.290 -1.476 0.150  -0.033
H20 -0.360 -3.012 0.373  0.102
H21 1.751 -1.376 -0.054  0.078
H22 0.785 -2.105 -1.322  0.110
H23 0.856 0.034 -2.198  0.024
H24 -0.150 1.994 -0.910  0.092
H25 -1.961 0.263 0.791  0.013
H26 -1.586 1.975 0.821  0.114
H27 0.951 0.673 1.201  0.100
H28 0.044 1.709 2.287  0.118
H29 2.736 2.991 0.071  -0.039
H30 1.666 3.460 -1.305  -0.063
H31 3.462 3.395 -1.527  -0.043
C16 4.028 -1.436 1.708  -0.053
C17 4.125 -0.010 1.151  -0.734
C18 3.638 0.950 2.245  -0.038
C19 5.595 0.270 0.812  -0.050
O1 3.354 0.059 -0.011  -0.371
H32 4.659 -1.551 2.603  0.082
H33 4.374 -2.145 0.949  0.083
H34 2.990 -1.671 1.983  0.070
H35 4.321 0.852 3.098  0.080
H36 3.652 1.995 1.906  0.074
H37 2.633 0.669 2.601  0.068
H38 5.951 -0.467 0.081  0.081
H39 5.719 1.284 0.420  0.080
H40 6.194 0.180 1.725  0.076